DFT (the ωB97M-V functional and the def2-TZVPD basis) results for a molecular structure, C26H44AsFN4NaO10SSbTe.

Calculated values
Max |F| (eV/Å): 1.61
Molar mass (g/mol): 970.99
Relative energy (zero: lowest compared OMol25 entry of this formula, charge and spin) (eV): 1.592
HOMO-LUMO gap (hartree): 0.1862
HOMO (eV): -1.5
Lowest unoccupied orbital energy (eV): 3.537
Energy (eV): -146754.1677

The geometry in ORCA input format:
```
! wB97M-V def2-TZVPD RIJCOSX def2/J DEFGRID3
* xyz -2 1
Na 0.00688 -0.72245 0.41906
C 4.42421 1.61917 0.76909
N 4.24496 0.18919 0.54788
C 4.78302 -0.70294 1.55501
C 3.33053 -0.30094 -0.33266
O 3.13905 -1.50108 -0.47917
C 2.61776 0.74030 -1.18784
O 1.40586 0.26595 -1.73585
C 1.58015 -0.66394 -2.78189
C 0.21555 -1.05467 -3.30761
O -0.77901 -0.98957 -2.61713
N 0.17471 -1.51199 -4.60113
C 1.33127 -1.55601 -5.47558
C -1.09512 -1.96662 -5.13716
H 5.25749 1.75311 1.45808
H 3.53228 2.08928 1.18945
H 4.66510 2.13308 -0.16309
H 4.35175 -0.47687 2.53536
H 5.87009 -0.60304 1.60966
H 4.52176 -1.72085 1.28315
H 3.29437 1.08336 -1.98535
H 2.33026 1.59236 -0.57226
H 2.06045 -1.57474 -2.40982
H 2.20175 -0.21623 -3.56612
H 2.15466 -2.12010 -5.03171
H 1.69546 -0.55492 -5.72522
H 1.04365 -2.04541 -6.40348
H -1.80744 -2.01186 -4.31814
H -0.98714 -2.96359 -5.57141
H -1.47329 -1.28111 -5.90136
Te 1.07675 3.74207 1.00589
C 1.05299 5.81347 0.52041
C 0.67696 6.38536 -0.66926
C 0.74361 7.80975 -0.69577
C 1.17991 8.33676 0.48247
S 1.49466 7.07823 1.61675
H 0.35047 5.78302 -1.50916
H 0.47520 8.41063 -1.55667
H 1.32433 9.37242 0.75354
C -3.80804 -0.88106 1.23334
C -2.50436 -0.85132 2.01471
O -2.42518 -1.53628 3.06519
O -1.57378 -0.12681 1.55622
H -4.64475 -1.11957 1.88993
H -3.70393 -1.66526 0.47799
H -3.96986 0.07179 0.72655
C 0.62100 -0.83973 3.69656
As 0.63169 0.90196 2.86726
C -0.88478 1.91495 3.49486
C 2.03072 1.75115 3.93863
O 1.18983 0.74180 1.31625
H 0.87692 -0.78390 4.75367
H 1.34289 -1.45060 3.15365
H -0.37349 -1.27560 3.57087
H -1.08115 1.53695 4.50184
H -1.74717 1.73400 2.86490
H -0.64181 2.97117 3.52311
H 1.89412 1.50108 4.99327
H 2.00439 2.82898 3.80712
H 3.00186 1.38127 3.60680
C -3.20874 1.04837 -2.29585
Sb -1.48238 1.62074 -1.08536
C -2.66912 3.24912 -0.26680
C -0.74672 2.79512 -2.76218
H -3.63015 1.92689 -2.79080
H -3.97554 0.57195 -1.68124
H -2.87841 0.32909 -3.04778
H -3.15151 3.81612 -1.06764
H -2.03243 3.91800 0.31323
H -3.44064 2.83408 0.38838
H -1.52706 3.44249 -3.16978
H -0.42147 2.09644 -3.54039
H 0.10860 3.39679 -2.44933
F -5.50027 -4.19994 3.47890
C -4.50817 -4.93416 2.93347
C -3.32448 -4.37203 2.65310
N -2.27847 -5.09741 2.14240
C -1.02417 -4.41483 1.82009
C -1.16643 -3.40325 0.65030
O -2.24153 -3.41666 0.03209
O -0.13438 -2.71009 0.47512
C -2.41653 -6.42865 1.84028
O -1.53019 -7.14232 1.39954
N -3.66616 -6.95332 2.12698
C -4.77601 -6.32433 2.68461
O -5.79734 -6.95238 2.91116
H -3.12884 -3.31089 2.83546
H -0.30023 -5.16946 1.53315
H -0.66616 -3.85792 2.68503
H -3.77756 -7.92839 1.90143
*
```


DFT (the ωB97M-V functional and the def2-TZVPD basis) results for C16H26N2O2 in the gas phase.

Calculated values
SMILES string: CCCCC(O)(CCCC)C(=O)NNc1ccccc1
Max |F| (eV/Å): 0.82
Molar mass (g/mol): 278.40
Relative energy (zero: lowest compared OMol25 entry of this formula, charge and spin) (eV): 1.203
HOMO-LUMO gap (hartree): 0.3254
HOMO (eV): -8.1
Lowest unoccupied orbital energy (eV): 0.714
Energy (eV): -24089.2332

The geometry in ORCA input format:
```
! wB97M-V def2-TZVPD RIJCOSX def2/J DEFGRID3
* xyz 0 1
C -5.37817 -2.81412 -0.11309
C -3.90841 -2.43333 0.01688
C -3.72337 -1.23288 0.94363
C -2.26451 -0.82439 1.14191
H -2.21348 -0.03140 1.88974
H -1.70629 -1.67498 1.54892
C -1.50570 -0.32840 -0.09835
O -1.18421 -1.38895 -0.99418
H -0.95886 -2.17110 -0.47798
C -0.19810 0.32488 0.39165
O -0.06344 0.87870 1.46638
N 0.79382 0.24198 -0.51454
H 0.61815 -0.16051 -1.42495
N 2.02506 0.87340 -0.31864
C 3.15990 0.08300 -0.12479
C 3.24165 -1.21785 -0.61580
C 4.41984 -1.93155 -0.49493
C 5.52873 -1.36406 0.10733
C 5.45062 -0.06979 0.59683
C 4.27801 0.64951 0.48613
H 4.21573 1.65633 0.87278
H 6.30859 0.38004 1.07438
H 6.44578 -1.92576 0.19866
H 4.46884 -2.94139 -0.87556
H 2.38309 -1.67584 -1.08373
H 1.91616 1.60375 0.38180
C -2.27912 0.69779 -0.94908
C -2.55050 2.04270 -0.26769
C -1.54424 3.12380 -0.65987
C -1.84233 4.44276 0.04205
H -2.84352 4.79024 -0.20455
H -1.77741 4.31796 1.12036
H -1.12944 5.20666 -0.25927
H -0.53706 2.80024 -0.39525
H -1.57474 3.27179 -1.74239
H -2.53115 1.92234 0.81540
H -3.54971 2.38752 -0.54279
H -1.69992 0.85660 -1.86179
H -3.21329 0.22497 -1.25037
H -4.13129 -1.48369 1.92635
H -4.29662 -0.38571 0.56507
H -3.35116 -3.28534 0.41559
H -3.50641 -2.20437 -0.97105
H -5.95194 -1.98727 -0.52627
H -5.49436 -3.67319 -0.76968
H -5.79602 -3.06615 0.85944
*
```


DFT (the ωB97M-V functional and the def2-TZVPD basis) results for a molecular structure, C38H38Br2N7O3RbS.

Calculated values
Max |F| (eV/Å): 2.04
Molar mass (g/mol): 918.11
HOMO-LUMO gap (hartree): 0.1748
HOMO (eV): -1.1
Lowest unoccupied orbital energy (eV): 3.616
Energy (eV): -208172.8655

The geometry in ORCA input format:
```
! wB97M-V def2-TZVPD RIJCOSX def2/J DEFGRID3
* xyz -2 1
Rb 1.03913 -0.25244 -0.52396
C -1.73606 -2.27160 0.86590
N -2.07870 -1.81692 -0.47308
C -1.77903 -2.81934 -1.47173
C -3.35512 -1.20289 -0.53511
C -4.40795 -1.73504 -1.25900
C -5.63721 -1.08125 -1.36385
C -5.80594 0.12704 -0.70446
C -4.78104 0.66190 0.05931
C -3.51643 0.03371 0.17623
N -2.46989 0.55708 0.84284
C -2.60107 1.40731 1.88602
C -3.65266 1.28323 2.82283
C -3.71043 2.02868 3.98980
C -2.70815 2.93980 4.27539
C -1.66011 3.10150 3.36765
C -1.57979 2.38140 2.18253
N -0.48521 2.54092 1.30772
C -0.80499 2.92236 -0.06146
C 0.62994 3.31449 1.79881
H -2.37824 -3.11423 1.18338
H -1.86899 -1.44349 1.56167
H -0.69420 -2.60012 0.88724
H -2.29075 -3.78366 -1.29555
H -0.70306 -3.01021 -1.47513
H -2.06300 -2.45610 -2.45998
H -4.27975 -2.68244 -1.77001
H -6.43961 -1.51819 -1.94721
H -6.74921 0.65883 -0.78668
H -4.92726 1.60744 0.56917
H -4.41708 0.54330 2.61398
H -4.53580 1.89068 4.68194
H -2.73178 3.53236 5.18374
H -0.88995 3.82381 3.60980
H -1.11560 3.98172 -0.11697
H -1.60227 2.29408 -0.44301
H 0.07550 2.77796 -0.68556
H 0.40020 4.39417 1.86984
H 1.46613 3.17977 1.11161
H 0.93599 2.95991 2.78545
Br 4.41465 3.41841 -2.40912
C 3.04603 2.67611 -3.50781
C 3.13672 2.82102 -4.88088
C 2.13123 2.33742 -5.68288
Br 2.29471 2.59301 -7.57717
C 1.00871 1.68293 -5.14106
C -0.07421 1.18592 -5.89920
C -1.12230 0.56662 -5.27326
C -1.08497 0.42008 -3.87738
N -0.09437 0.86491 -3.14499
C 0.93935 1.50173 -3.72695
C 1.98014 2.02670 -2.82728
O 1.91152 1.93849 -1.58055
H 3.99123 3.31667 -5.31996
H -0.05758 1.30198 -6.97461
H -1.96402 0.18873 -5.83892
H -1.89541 -0.07123 -3.34526
C 4.58988 -2.12999 0.86666
C 4.31183 -0.66971 0.57408
O 4.28212 -0.20389 -0.54516
N 4.19995 0.11206 1.69386
C 3.70699 1.48266 1.62978
C 2.59810 1.65315 2.63650
C 2.69219 2.55984 3.68435
C 1.65523 2.62660 4.60682
C 0.56502 1.79055 4.44709
C 0.55800 0.91353 3.37043
N 1.55568 0.83355 2.49783
H 4.39486 -2.70246 -0.03763
H 3.94726 -2.50103 1.66527
H 5.63707 -2.24140 1.15677
H 4.03951 -0.36194 2.56601
H 3.34191 1.66290 0.61309
H 4.51752 2.18942 1.82480
H 3.55948 3.20245 3.76997
H 1.70007 3.32981 5.42959
H -0.28022 1.83238 5.11961
H -0.28563 0.25516 3.19209
O 1.47386 -2.95859 0.25620
N 1.41524 -4.20099 -0.11744
C 0.96694 -5.12409 0.75814
C 0.86088 -6.46013 0.45471
C 1.22619 -6.87613 -0.82636
C 1.67764 -5.94093 -1.72591
C 1.79329 -4.56807 -1.40545
S 2.35146 -3.41185 -2.49699
H 0.68529 -4.72740 1.72267
H 0.50040 -7.15219 1.20269
H 1.14598 -7.91994 -1.10740
H 1.96401 -6.21832 -2.72943
*
```


DFT (the ωB97M-V functional and the def2-TZVPD basis) results for a molecular structure, C37H57F22NNbO15.

Calculated values
Max |F| (eV/Å): 4.70
Molar mass (g/mol): 1266.72
Relative energy (zero: lowest compared OMol25 entry of this formula, charge and spin) (eV): 7.213
HOMO-LUMO gap (hartree): 0.2225
HOMO (eV): -4.9
Lowest unoccupied orbital energy (eV): 1.107
Energy (eV): -132823.8159

The geometry in ORCA input format:
```
! wB97M-V def2-TZVPD RIJCOSX def2/J DEFGRID3
* xyz -1 1
C 0.15741 -2.83764 -0.09881
C 0.09770 -3.69130 -1.53406
N 0.03364 -5.05696 -1.40838
C 0.12261 -2.86907 -2.98202
Nb 1.61125 -3.73268 -4.48355
O 3.23021 -2.87323 -3.39975
C -0.00176 -4.57389 -5.84962
C -0.54988 -6.06830 -5.46084
C -1.49596 -6.09185 -4.08160
C 0.59182 -7.24330 -5.41414
C 3.18140 -4.58660 -5.96739
C 4.23939 -5.45890 -5.04343
F 3.89166 -3.48267 -6.65636
H -0.74939 -2.06775 -0.15086
H 1.20588 -2.28442 -0.04586
H 0.10534 -3.55090 0.83295
H 0.03002 -5.34616 -0.39240
H 0.50633 -1.77601 -2.70057
H -0.97185 -2.70156 -3.41859
H 1.53229 -2.16577 -5.44349
H 1.71888 -5.24231 -3.48733
H 3.52126 -3.47043 -2.64519
H -0.93775 -3.83742 -5.77048
H 0.33178 -4.59403 -6.98925
H -1.30468 -6.37838 -6.33302
H -1.15925 -6.96365 -3.37412
H -2.61969 -6.33669 -4.39921
H -1.52614 -5.03793 -3.57332
H 1.55363 -6.98381 -4.80097
H 0.87409 -7.66625 -6.49395
H 0.09231 -8.17166 -4.85585
H 2.61311 -5.26901 -6.76431
H 4.88622 -4.70612 -4.42005
H 4.96426 -6.08869 -5.71431
H 3.65575 -6.15927 -4.28140
C -0.83829 3.17335 3.69971
C 0.16026 2.04488 3.51978
O -0.50104 0.77020 3.56353
C -1.14320 0.38369 2.41655
O -1.17928 1.06160 1.39217
C -1.75964 -1.00316 2.58440
F -2.44463 -1.13618 3.75680
F -0.81517 -1.98774 2.58261
F -2.64046 -1.31953 1.59403
H -1.41264 3.03464 4.62120
H -0.32733 4.13897 3.74231
H -1.56045 3.20210 2.87843
H 0.87897 2.05674 4.34438
H 0.73342 2.15301 2.59184
C -6.79807 -1.40063 4.63987
C -5.72902 -0.41717 5.07900
O -6.22585 0.44241 6.11743
C -6.25359 -0.08975 7.37972
O -5.88928 -1.23245 7.64758
C -6.75584 0.94041 8.38871
F -7.87647 1.59152 7.96248
F -5.82692 1.90768 8.63952
F -7.07214 0.39475 9.59659
H -7.70791 -0.87060 4.34066
H -6.44650 -2.00424 3.79881
H -7.07855 -2.07529 5.45412
H -5.45665 0.22745 4.23821
H -4.81468 -0.92779 5.40231
C -7.79898 -3.18472 -6.42153
C -6.29392 -2.99065 -6.41541
O -5.78432 -3.01621 -5.07239
C -5.62591 -4.25573 -4.51042
O -5.89781 -5.30678 -5.08628
C -5.03570 -4.14047 -3.10689
F -5.65636 -3.18881 -2.35154
F -3.71411 -3.80257 -3.13255
F -5.11785 -5.30010 -2.39607
H -8.28439 -2.44344 -5.77876
H -8.19717 -3.09001 -7.43534
H -8.07610 -4.16938 -6.03358
H -6.04968 -2.00726 -6.82766
H -5.78518 -3.73578 -7.03771
C 2.77192 8.22690 7.92999
C 3.12468 8.03165 6.46700
O 2.33919 6.97496 5.89215
C 1.05614 7.30053 5.53843
O 0.56732 8.41739 5.69305
C 0.35258 6.10516 4.89997
F 0.53032 4.95128 5.60594
F 0.81071 5.85365 3.63970
F -0.99465 6.27585 4.78771
H 2.87624 7.28570 8.47911
H 3.42112 8.97823 8.38757
H 1.73365 8.54984 8.05062
H 4.17258 7.73000 6.37995
H 3.00786 8.95817 5.89325
C 1.96291 0.16202 -2.87475
C 2.06750 1.08139 -4.07755
O 1.54585 2.38370 -3.76784
C 2.37606 3.21422 -3.06192
O 3.50478 2.89876 -2.69217
C 1.71914 4.57514 -2.84308
F 0.42808 4.47334 -2.41390
F 1.68142 5.31633 -3.98791
F 2.36608 5.33782 -1.91758
H 0.93111 0.12071 -2.51151
H 2.28926 -0.84941 -3.13134
H 2.57660 0.52107 -2.04330
H 1.46042 0.68406 -4.89623
H 3.09717 1.15343 -4.44615
C 0.78625 4.67648 13.92792
C 2.20852 4.71838 13.40038
O 2.26026 5.39393 12.13350
C 2.23743 6.76317 12.17822
O 2.17111 7.41170 13.21997
C 2.34524 7.35085 10.77304
F 1.50924 6.74270 9.88272
F 3.60308 7.22507 10.25976
F 2.04632 8.67944 10.72541
H 0.11574 4.22603 13.18915
H 0.73395 4.09746 14.85385
H 0.40525 5.68210 14.12894
H 2.56619 3.69874 13.22989
H 2.89457 5.18440 14.11692
C 5.80271 -2.82941 -9.23309
C 5.60679 -1.40381 -8.75120
O 5.94341 -0.46707 -9.78717
C 4.99332 -0.26975 -10.75450
O 3.90763 -0.84521 -10.77327
C 5.45845 0.77945 -11.76166
F 6.74067 0.57479 -12.18052
F 5.42574 2.04008 -11.24090
F 4.69355 0.81381 -12.88882
H 6.82163 -2.97180 -9.60697
H 5.61973 -3.54028 -8.42284
H 5.12657 -3.06795 -10.05940
H 6.28114 -1.20444 -7.91325
H 4.58603 -1.23307 -8.39039
*
```